[1]
ORCA calculation (wB97M-V/def2-TZVPD) on a molecular structure, C30H28N2SiTi.

* relative energy (zero: lowest compared OMol25 entry of this formula, charge and spin): 33.1 kJ/mol
* 2S+1: 2
* LUMO (alpha / beta): -3.91 / -4.00 eV
* total charge: +1
* HOMO-LUMO gap (alpha / beta): 6.8 / 6.7 eV
* HOMO (alpha / beta): -10.74 / -10.74 eV

Element x y z (Å)
C: 0.73697 2.86235 3.03672
C: 1.11607 2.68264 1.66655
C: -0.08260 2.74174 0.88054
H: 2.13325 2.62208 1.28916
C: -1.20777 2.87598 1.76778
C: -0.70297 2.96200 3.09745
H: -1.29490 3.19931 3.97707
H: 1.41757 3.04586 3.85998
H: -0.10818 2.80740 -0.20351
H: -2.25513 2.96100 1.49707
Ti: -0.13292 0.90619 2.26520
C: -0.60756 0.36531 0.26610
H: -1.38467 1.01581 -0.17052
H: -0.89580 -0.67653 0.09064
H: 0.34021 0.54402 -0.28371
Si: -0.53845 -1.00730 -4.08589
C: 1.20936 -0.76897 -4.65364
C: 1.88475 0.44585 -4.44166
H: 1.37050 1.28597 -3.96566
C: 3.21998 0.58890 -4.84171
H: 3.73816 1.53363 -4.66704
C: 3.88784 -0.47220 -5.46317
H: 4.92936 -0.36146 -5.76874
C: 3.21305 -1.67770 -5.69298
H: 3.72978 -2.50467 -6.18415
C: 1.88104 -1.82690 -5.29374
H: 1.34853 -2.76322 -5.47945
C: -1.54036 0.45631 -4.62354
C: -1.33521 1.10218 -5.85641
H: -0.57908 0.73176 -6.55494
C: -2.08900 2.23467 -6.19346
H: -1.91810 2.73410 -7.14932
C: -3.05383 2.72846 -5.30813
H: -3.63038 3.61850 -5.56482
C: -3.27789 2.07446 -4.09031
H: -4.03866 2.44886 -3.40308
C: -2.52932 0.94380 -3.74875
H: -2.69729 0.43732 -2.79456
H: -0.56556 -1.14523 -2.61694
H: -1.10818 -2.23175 -4.68634
C: 0.20181 -3.68672 1.57261
C: 0.42501 -2.31752 1.39131
N: 0.18754 -1.42565 2.37317
C: -0.03495 -1.86440 3.63833
C: -0.04001 -3.27239 3.92398
C: 0.02193 -4.17676 2.85636
C: -0.06309 -3.69640 5.28168
C: -0.05235 -2.78495 6.30532
C: -0.05960 -1.37941 6.05963
C: 0.01395 -0.46169 7.11572
C: 0.04822 0.88781 6.83199
C: -0.01108 1.30063 5.50347
N: -0.09374 0.45016 4.44839
C: -0.10401 -0.90074 4.71478
H: 0.18011 -4.33480 0.70249
H: 0.75345 -1.90797 0.43345
H: -0.05508 -5.24219 3.06667
H: -0.06241 -4.76842 5.48764
H: -0.02745 -3.10982 7.34468
H: 0.05583 -0.84791 8.13409
H: 0.11506 1.65086 7.60467
H: 0.01828 2.36774 5.30146



[2]
ORCA calculation (wB97M-V/def2-TZVPD) on a molecular structure, C30H28N3ORbS4.

* relative energy (zero: lowest compared OMol25 entry of this formula, charge and spin): 37.5 kJ/mol
* 2S+1: 1
* LUMO: 3.59 eV
* total charge: -2
* HOMO-LUMO gap: 4.0 eV
* HOMO: -0.45 eV

Element x y z (Å)
Rb: 0.26327 1.15033 -2.04507
O: -2.85217 -1.14738 -8.90135
C: -2.51247 -0.86430 -7.75911
S: -1.59826 -1.92652 -6.70787
C: -1.47234 -0.86655 -5.27691
C: -2.08072 0.34544 -5.39196
S: -2.19631 1.61675 -4.23405
S: -2.86962 0.65569 -6.96311
S: -0.57314 -1.49968 -3.94979
C: 3.05206 -1.16456 -1.93150
C: 3.62636 -1.79209 -0.68877
C: 4.88823 -2.38064 -0.77444
C: 5.55693 -2.85609 0.33915
C: 4.96504 -2.72086 1.58699
C: 3.71517 -2.13928 1.71675
C: 3.08132 -1.97303 3.07315
C: 3.01398 -1.70361 0.57211
N: 1.76937 -1.12268 0.83975
C: 0.63864 -1.52489 0.43916
C: 0.37943 -2.71984 -0.43624
C: -0.55520 -0.82264 1.00924
C: -0.38650 -0.13961 2.34011
N: -1.64523 -0.94194 0.38899
C: -2.87681 -0.42931 0.80116
C: -3.18715 0.93514 0.85518
C: -2.22731 2.00213 0.39946
C: -4.47322 1.31207 1.23479
C: -5.44473 0.37998 1.54931
C: -5.13925 -0.97172 1.45630
C: -3.87582 -1.38692 1.07220
C: -3.55025 -2.84964 0.92154
H: 3.48030 -1.61892 -2.82188
H: 3.30610 -0.10431 -1.96023
H: 1.97383 -1.23676 -2.02138
H: 5.35309 -2.45571 -1.75109
H: 6.53558 -3.31061 0.23933
H: 5.48479 -3.06176 2.47639
H: 3.77599 -2.26235 3.86278
H: 2.17708 -2.57986 3.16943
H: 2.78278 -0.93204 3.22071
H: 1.27231 -3.34012 -0.51005
H: 0.07938 -2.38703 -1.43751
H: -0.45120 -3.30036 -0.03604
H: 0.31281 0.69409 2.24713
H: 0.03687 -0.84269 3.06067
H: -1.34387 0.22596 2.70458
H: -1.18275 1.72767 0.52389
H: -2.39800 2.92950 0.94475
H: -2.40682 2.20292 -0.66080
H: -4.71015 2.36979 1.27442
H: -6.43723 0.69952 1.84296
H: -5.89734 -1.71802 1.66889
H: -3.13096 -3.03067 -0.07126
H: -4.44413 -3.46054 1.05153
H: -2.80310 -3.17085 1.65316
N: 0.60467 6.84356 3.87708
C: 0.76337 6.09204 3.01638
C: 0.96422 5.16284 1.94814
C: 0.58244 5.48014 0.63934
C: 0.79747 4.56942 -0.38428
C: 1.39555 3.29653 -0.21844
C: 1.77155 3.04811 1.12396
C: 1.57310 3.92505 2.17956
H: 0.11806 6.44323 0.44700
H: 0.48055 4.87168 -1.38243
H: 2.26899 2.10421 1.35823
H: 1.88141 3.67259 3.18991



[3]
ORCA calculation (wB97M-V/def2-TZVPD) on 6 unconnected molecules or ions with the total composition C30H28O18.

* relative energy (zero: lowest compared OMol25 entry of this formula, charge and spin): 362.8 kJ/mol
* SMILES: O=C1C=C(O)C(=O)C=C1O.O=C1C=C(O)C(=O)C=C1O.O=C1C=C(O)C(=O)C=C1O.O=C1C=C(O)C(=O)C=C1O.CC(C)=O.CC(C)=O
* 2S+1: 1
* LUMO: -2.63 eV
* HOMO-LUMO gap: 6.5 eV
* HOMO: -9.12 eV

Element x y z (Å)
O: -3.71272 -0.96205 1.83243
C: -4.13072 -2.11405 2.01543
C: -5.03072 -2.37305 3.02643
C: -5.49472 -3.76605 3.39543
O: -6.29472 -4.12505 4.39043
C: -5.07772 -4.80605 2.40243
O: -5.55472 -5.99705 2.61843
C: -4.15872 -4.51605 1.34943
C: -3.58672 -3.16305 1.16043
O: -2.60772 -2.81005 0.18943
H: -5.48572 -1.65905 3.54643
H: -6.32372 -3.49605 5.11543
H: -3.80772 -5.32105 0.68543
H: -2.35872 -1.97905 0.50243
O: 4.25228 -1.67005 2.05743
C: 4.05928 -1.03605 3.17743
C: 4.87828 0.17195 3.43943
C: 4.61228 1.10295 4.64743
O: 5.42428 2.26395 4.84443
C: 3.52928 0.69295 5.54343
O: 3.30928 1.33195 6.47443
C: 2.80028 -0.58905 5.28743
C: 3.17528 -1.41805 4.10143
O: 2.40328 -2.52805 3.96043
H: 5.93828 0.26595 3.10143
H: 5.94028 2.38495 4.16243
H: 1.90728 -0.80705 6.02943
H: 2.44128 -2.81005 2.96743
O: 2.80628 3.22195 0.58543
C: 3.22328 2.63695 -0.40557
C: 4.28928 1.59695 -0.29457
C: 4.81628 0.81495 -1.39857
O: 5.61628 -0.38005 -1.24857
C: 4.27528 0.98795 -2.75157
O: 4.78528 0.44995 -3.75857
C: 3.29628 1.95095 -2.91257
C: 2.65228 2.74995 -1.75357
O: 1.67828 3.73595 -1.88557
H: 4.78328 1.32095 0.81843
H: 5.74828 -0.97405 -2.10757
H: 2.82028 2.25895 -3.98057
H: 1.37728 4.02895 -1.16457
O: 1.88928 -0.79005 -4.90257
C: 0.83528 -0.07305 -4.93157
C: 0.77828 1.05095 -5.87657
C: -0.44872 2.08695 -5.83657
O: -0.33672 3.23195 -6.64857
C: -1.51072 1.79695 -4.99457
O: -2.51672 2.56795 -4.95357
C: -1.49672 0.49395 -4.11057
C: -0.19372 -0.31105 -4.08557
O: -0.11372 -1.38405 -3.26457
H: 1.72128 1.18195 -6.44257
H: 0.26228 3.25095 -7.35757
H: -2.41272 0.43995 -3.39757
H: 0.69528 -1.68305 -3.33957
C: -4.94472 -0.16405 -1.35357
C: -4.35872 1.27295 -1.32157
C: -4.01172 1.80695 -0.03457
O: -4.07672 1.81295 -2.37157
H: -4.07172 -0.69705 -1.93357
H: -5.71972 -0.14505 -1.82657
H: -5.09572 -0.49505 -0.30157
H: -3.21672 1.14595 0.62543
H: -4.85672 2.01595 0.42743
H: -3.47272 2.61595 -0.05957
C: -0.20072 0.58395 -0.32557
C: -0.11572 0.06495 1.06643
C: 1.14628 0.45995 1.90843
O: -0.87472 -0.81005 1.53943
H: -0.89372 -0.04005 -0.84057
H: 0.73828 0.63695 -0.70957
H: -0.38672 1.58095 -0.60557
H: 0.90228 0.19695 3.00743
H: 1.16228 1.63195 1.80643
H: 1.98228 -0.00405 1.67843



[4]
ORCA calculation (wB97M-V/def2-TZVPD) on a molecular structure, C30H29BrFeN6O3Si.

* relative energy (zero: lowest compared OMol25 entry of this formula, charge and spin): 402.6 kJ/mol
* 2S+1: 2
* LUMO (alpha / beta): 2.12 / 2.12 eV
* total charge: -1
* HOMO-LUMO gap (alpha / beta): 5.3 / 4.7 eV
* HOMO (alpha / beta): -3.21 / -2.56 eV

Element x y z (Å)
Fe: -0.37562 -0.70331 -0.64427
O: 1.60636 -0.41763 -0.26366
C: 2.35759 -0.75002 0.71158
C: 3.77407 -0.82852 0.53197
C: 4.62415 -1.18668 1.54546
C: 4.14079 -1.48852 2.82899
C: 2.78296 -1.41805 3.03967
C: 1.87853 -1.06290 2.02853
C: 0.47326 -1.05456 2.36989
N: -0.49026 -0.83690 1.56162
C: -1.85090 -0.89057 2.07741
C: -2.80744 -0.42521 0.97988
N: -2.41433 -1.10170 -0.23677
C: -3.22725 -1.93254 -0.77403
C: -2.91409 -2.83652 -1.85594
C: -3.97544 -3.48259 -2.50531
C: -3.77697 -4.36947 -3.53742
C: -2.45243 -4.65642 -3.91938
C: -1.38746 -4.07122 -3.29223
C: -1.54996 -3.12378 -2.22399
O: -0.54612 -2.59357 -1.66684
H: 4.14824 -0.60184 -0.45868
H: 5.68966 -1.23556 1.35168
H: 4.81518 -1.77063 3.62548
H: 2.37973 -1.65508 4.01996
H: 0.25694 -1.25929 3.42922
H: -1.97325 -0.26307 2.96831
H: -2.09466 -1.92322 2.35147
H: -2.69291 0.65007 0.84299
H: -3.84807 -0.63211 1.26615
H: -4.25195 -1.99981 -0.38055
H: -4.98712 -3.25718 -2.17869
H: -4.61214 -4.84859 -4.02897
H: -2.27315 -5.35758 -4.72679
H: -0.37010 -4.29448 -3.58898
C: 1.87432 1.81660 5.06212
Si: 2.24473 2.84069 3.54723
C: 2.09915 4.66329 3.94572
C: 3.94307 2.46146 2.88691
C: 1.01328 2.45532 2.24765
C: 0.25986 2.15499 1.35816
H: 2.50700 2.11882 5.89790
H: 2.06119 0.76126 4.85438
H: 0.83308 1.92530 5.36475
H: 2.79408 4.94818 4.73749
H: 1.08915 4.91506 4.27098
H: 2.32431 5.26609 3.06506
H: 4.71886 2.71964 3.60972
H: 4.13018 3.02046 1.97016
H: 4.02806 1.40116 2.65254
N: 0.32209 2.40429 -1.73477
C: -0.50222 2.76343 -0.68887
O: -0.56224 1.85601 0.37395
C: -1.24912 3.88690 -0.63045
C: -1.19079 4.86144 -1.67663
N: -1.15670 5.67175 -2.49133
C: -2.13385 4.13688 0.46658
N: -2.85385 4.34809 1.33830
H: 1.11778 1.89142 -1.34944
H: -0.15341 1.72128 -2.34207
Br: -1.49292 -2.19068 -6.99115
C: -1.21440 -1.31920 -5.33782
C: 0.06394 -1.23674 -4.81140
C: 0.21385 -0.61490 -3.58371
N: -0.81394 -0.10582 -2.89145
C: -2.03607 -0.20557 -3.42102
C: -2.29193 -0.79497 -4.64783
H: 0.91512 -1.65150 -5.32980
H: 1.18913 -0.53727 -3.11542
H: -2.84725 0.19735 -2.82598
H: -3.29938 -0.87142 -5.02822